No. 1
The following is a DFT calculation (wB97M-V/def2-TZVPD) of C14H29ClInN2O6S2 as an isolated structure.

Computed properties:
M   535.8 g/mol
HOMO-LUMO gap   6.963 eV
Net charge   -1
Highest occupied orbital energy   -5.039 eV
E   -69622.591 eV
F_max   0.51 eV Å⁻¹

```
55
Properties=species:S:1:pos:R:3:mulliken_charge:R:1
C -2.38426 -0.17562 4.88965 -0.69
N -2.16636 1.16383 5.39900 -0.37
C -1.81633 2.14264 4.37152 -0.91
In 0.15213 1.94138 3.43942 0.76
Cl 1.74483 0.83913 4.89402 -0.57
N 0.11481 0.58181 1.69489 0.24
C 1.40569 0.33365 1.26015 0.76
C 1.94819 -1.08197 1.21462 -1.17
O 2.13227 1.26375 0.92939 -0.69
C -0.82812 -0.45134 1.75343 0.41
C -2.10452 -0.12052 1.00523 -1.17
O -0.68955 -1.52556 2.30488 -0.64
H -3.16099 -0.67475 5.47609 0.41
H -1.47397 -0.78110 4.94124 0.20
H -2.71219 -0.18461 3.83861 0.09
H -2.99709 1.47267 5.88816 0.25
H -1.73825 3.12480 4.84912 0.43
H -2.59290 2.22815 3.58856 0.30
H 0.82785 3.44542 2.90265 -0.41
H 1.18068 -1.85047 1.16068 0.28
H 2.52197 -1.23039 2.13252 0.28
H 2.62787 -1.14539 0.36329 0.35
H -2.29752 0.95144 0.98392 0.28
H -1.96781 -0.45535 -0.03003 0.23
H -2.95201 -0.65847 1.43009 0.41
C 0.15148 2.71147 -0.97190 -0.08
C 0.13931 1.92798 -2.28847 0.04
C -1.29430 1.95901 -2.82488 -0.73
S -2.01547 3.49379 -2.21407 1.16
O -3.11459 3.17788 -1.33034 -0.66
O -2.24935 4.40883 -3.30959 -0.71
C -0.60109 4.00808 -1.24557 -0.95
H 1.16160 2.88887 -0.61484 0.52
H -0.34879 2.14494 -0.18556 -0.28
H 0.81384 2.39809 -3.00830 0.38
H 0.48226 0.90600 -2.14635 -0.34
H -1.36550 1.97127 -3.90971 0.44
H -1.90569 1.15310 -2.42233 0.32
H -0.96570 4.51927 -0.35719 0.44
H -0.02767 4.69482 -1.86941 0.40
C 2.91715 -4.22109 -2.95933 -0.56
C 1.60040 -4.59970 -2.26644 -0.73
C 0.92298 -3.29706 -1.83269 -0.26
S 1.46820 -2.04169 -3.00363 1.24
O 2.26517 -1.06850 -2.30571 -0.60
O 0.36749 -1.61113 -3.82949 -0.74
C 2.57189 -3.10400 -3.93782 -0.82
H 3.36631 -5.07173 -3.47086 0.35
H 3.63477 -3.85452 -2.22243 0.31
H 0.95979 -5.13690 -2.96899 0.30
H 1.76824 -5.24938 -1.40877 0.36
H -0.16317 -3.32975 -1.86462 0.46
H 1.25287 -2.96033 -0.85135 -0.06
H 3.41719 -2.50045 -4.25959 0.39
H 2.01596 -3.47031 -4.80086 0.35
```

No. 2
The following is a DFT calculation (wB97M-V/def2-TZVPD) of C46H37IrN5O8P2 as an isolated structure.

Computed properties:
M   1042.0 g/mol
HOMO-LUMO gap   8.405 eV
Relative energy (zero: lowest compared OMol25 entry of this formula, charge and spin)   0.138 eV
Net charge   +1
Highest occupied orbital energy   -11.438 eV
E   -93546.812 eV
F_max   0.66 eV Å⁻¹

```
99
Properties=species:S:1:pos:R:3:mulliken_charge:R:1
Ir -0.54950 0.30341 0.10640 2.42
N -2.18763 -1.32523 1.89519 0.15
P -1.51899 0.17897 2.12270 -0.02
C -2.79590 1.30376 2.72626 1.19
C -4.02504 0.76787 3.10395 -0.65
C -5.00872 1.58776 3.63945 -0.86
C -4.77181 2.94218 3.80312 -0.78
C -3.54782 3.48279 3.43130 -0.95
C -2.56492 2.67073 2.89034 -0.10
C -0.29572 0.07135 3.45040 1.26
C 0.29090 1.22723 3.96466 -0.58
C 1.27333 1.13994 4.93545 -0.97
C 1.67979 -0.10315 5.40359 -0.64
C 1.11133 -1.25655 4.88695 -0.94
C 0.13503 -1.17144 3.90358 -0.31
P -1.62871 -1.68754 0.27039 0.80
C -0.80519 -3.27080 0.45791 0.66
C -1.46298 -4.32841 1.08552 -0.48
C -0.78822 -5.51696 1.31368 -0.92
C 0.53341 -5.65229 0.90713 -0.63
C 1.17977 -4.60743 0.26274 -0.80
C 0.51053 -3.41533 0.03298 -0.47
C -3.23315 -1.92088 -0.53091 0.80
C -3.45689 -3.01469 -1.36031 -0.59
C -4.69376 -3.18205 -1.96351 -0.87
C -5.69710 -2.24316 -1.76309 -0.59
C -5.46557 -1.13856 -0.95427 -0.99
C -4.23657 -0.97902 -0.33395 -0.36
H -2.25056 -2.01732 2.62995 0.53
H -4.21910 -0.28796 2.96599 0.43
H -5.96117 1.16392 3.92781 0.47
H -5.53978 3.58075 4.21782 0.43
H -3.36008 4.54067 3.56037 0.48
H -1.61683 3.10967 2.60869 0.49
H -0.00660 2.20389 3.60763 0.24
H 1.72104 2.04220 5.33035 0.45
H 2.44162 -0.17045 6.16902 0.43
H 1.43168 -2.22768 5.24014 0.46
H -0.25679 -2.08721 3.47837 0.21
H -2.49952 -4.22855 1.38880 0.46
H -1.29444 -6.33979 1.80030 0.45
H 1.05668 -6.58301 1.08182 0.43
H 2.20339 -4.72345 -0.06846 0.49
H 0.99286 -2.60906 -0.50174 0.34
H -2.66315 -3.72924 -1.54154 0.52
H -4.86943 -4.04083 -2.59734 0.44
H -6.65818 -2.36872 -2.24363 0.41
H -6.24102 -0.39853 -0.80596 0.49
H -4.06433 -0.11274 0.29344 0.36
O 1.16412 -0.16756 1.12997 0.21
C 1.95079 -0.29558 0.11718 -0.26
O 1.50789 -0.08242 -1.02876 -0.61
C 3.34942 -0.69937 0.37891 0.06
C 4.16383 -1.05054 -0.69238 -0.67
C 5.46785 -1.45302 -0.46007 -0.71
C 5.92037 -1.47836 0.84664 -0.15
C 5.13192 -1.12605 1.92727 -0.51
C 3.82600 -0.73735 1.68680 -0.19
N 7.31623 -1.90637 1.10235 1.02
O 7.71129 -1.85343 2.24614 -0.60
O 7.96157 -2.28917 0.15230 -0.60
H 3.76761 -1.00704 -1.69787 0.55
H 6.12965 -1.74220 -1.26246 0.53
H 5.54428 -1.16289 2.92436 0.53
H 3.17058 -0.46828 2.50533 0.43
O -5.18131 5.47145 0.41675 -0.53
C -4.04023 6.28284 0.23740 -0.59
N -2.92345 5.37312 0.35017 0.16
C -1.70031 5.72137 -0.09796 0.13
O -1.45615 6.82659 -0.54349 -0.68
C -0.61687 4.67813 -0.02901 0.30
C 0.69762 5.09549 -0.17544 -0.71
C 1.70291 4.14554 -0.19822 -1.07
C 1.36446 2.81054 -0.09348 -0.35
N 0.09694 2.39811 0.04882 -0.19
C -0.87081 3.32356 0.08125 -0.81
H -5.96160 6.03325 0.44159 0.32
H -3.98320 7.06383 1.00326 0.33
H -4.00761 6.75519 -0.74679 0.37
H -3.11770 4.47970 0.76961 0.02
H 0.89951 6.15214 -0.29210 0.53
H 2.73996 4.42364 -0.31747 0.54
H 2.12400 2.04776 -0.13501 0.58
H -1.87674 2.94308 0.14588 1.34
O -2.26178 2.70929 -2.00949 -0.58
C -2.01689 1.60896 -2.43782 -0.31
N -1.61059 0.50416 -1.66564 0.48
C -1.47389 -0.59411 -2.49456 0.46
O -1.16126 -1.72716 -2.12735 -0.65
C -1.79887 -0.19394 -3.88422 0.22
C -1.81992 -0.92421 -5.05374 -0.33
C -2.17446 -0.24116 -6.21392 -0.64
C -2.49294 1.11497 -6.18502 -0.57
C -2.47181 1.83863 -4.99503 -0.36
C -2.11687 1.15113 -3.85458 -0.15
H -1.57217 -1.97694 -5.06566 0.55
H -2.20351 -0.76997 -7.15720 0.45
H -2.76297 1.61256 -7.10679 0.42
H -2.72401 2.88967 -4.96194 0.54
```

No. 3
The following is a DFT calculation (wB97M-V/def2-TZVPD) of one molecule with the formula C2H3NO2S in a non-equilibrium geometry.

Computed properties:
M   105.1 g/mol
HOMO-LUMO gap   8.564 eV
Relative energy (zero: lowest compared OMol25 entry of this formula, charge and spin)   4.740 eV
Highest occupied orbital energy   -9.222 eV
E   -18538.713 eV
F_max   4.20 eV Å⁻¹
SMILES   O=NOCC=S

```
9
Properties=species:S:1:pos:R:3:nbo_charge:R:1
C 0.18617 0.47012 0.48525 -0.21
C 1.05409 -0.23409 -0.44607 -0.30
N -1.90416 -0.71653 0.15228 0.39
O -1.91214 -0.30109 -0.91142 -0.28
O -0.87016 -0.30619 1.01050 -0.38
S 2.48025 0.24194 -1.00967 0.10
H 0.54666 0.84773 1.34622 0.24
H -0.37904 1.29890 0.03961 0.22
H 0.79834 -1.30079 -0.66671 0.21
```

No. 4
The following is a DFT calculation (wB97M-V/def2-TZVPD) of one molecule with the formula C4H8N2OS2 in a non-equilibrium geometry.

Computed properties:
M   164.3 g/mol
HOMO-LUMO gap   8.531 eV
Relative energy (zero: lowest compared OMol25 entry of this formula, charge and spin)   0.430 eV
Highest occupied orbital energy   -8.125 eV
E   -30973.490 eV
F_max   3.87 eV Å⁻¹
SMILES   CN(C)C(=O)Cn1ss1

```
17
Properties=species:S:1:pos:R:3:nbo_charge:R:1
C -1.40201 0.58539 0.12366 0.69
C 0.71026 1.65477 -0.14299 -0.43
C 0.68753 -0.77045 -0.08026 -0.40
C -2.32886 -0.71768 -0.21455 -0.32
N -3.50992 -0.43308 0.53716 -0.67
N -0.11049 0.49013 -0.20181 -0.43
O -1.87371 1.66797 0.40616 -0.62
S -5.03812 -0.85549 -0.16463 0.17
S -4.32885 1.02894 0.16975 0.33
H 1.65856 1.60731 -0.80687 0.20
H 0.11482 2.52538 -0.35737 0.24
H 1.17853 1.84316 0.86123 0.19
H -0.00470 -1.58275 0.16235 0.21
H 1.22294 -0.94624 -1.00366 0.21
H 1.24645 -0.52428 0.79624 0.20
H -2.45402 -0.69741 -1.25090 0.21
H -1.82298 -1.66389 0.17590 0.21
```